27
Properties=species:S:1:pos:R:3:forces:R:3:nbo_charge:R:1 method="wB97M-V/def2-TZVPD" max_force_ev_per_a=4.28 total_energy_ha=-1427.368954 e_above_lowest_kcal_mol=75.3 total_charge=-2 homo_ev=-0.77 gap_ev=6.6
C 2.04189 -1.32385 -1.93939 0.97 2.85 1.03 -0.618
C -1.86747 -1.07402 2.75854 1.54 -1.24 -1.57 -0.652
C 0.18157 1.39401 -1.78230 -1.45 1.38 0.35 -0.752
C 1.28252 -0.61950 -0.75405 1.63 -1.72 1.67 -0.484
C -1.82660 0.25175 2.06373 -1.14 1.44 -2.73 -0.070
C 1.16843 0.83123 -0.80744 -0.86 1.53 1.66 -0.256
O 2.35232 2.08945 1.09052 -0.58 0.01 0.77 -1.084
O 2.41317 3.22391 -1.22819 -0.95 0.58 -0.32 -1.208
O 3.97976 1.33621 -0.74153 -1.01 -0.57 0.23 -1.219
O 0.98152 0.50968 2.50067 1.04 -2.00 1.57 -1.020
O -0.07095 2.55068 1.90973 -0.65 1.73 -0.21 -1.003
O -0.98739 0.38415 0.92128 0.71 0.02 1.71 -0.827
P 2.61457 1.95871 -0.45521 2.36 -0.13 -0.23 2.338
S 0.59363 1.37370 1.44502 0.49 -0.55 -4.22 2.192
H 1.43308 -1.24417 -2.80596 -0.80 -0.39 -0.85 0.177
H 2.96106 -0.73062 -2.21469 -0.46 -0.99 0.69 0.240
H 2.19211 -2.32025 -1.59920 0.49 -0.93 -0.26 0.192
H -2.80060 -1.10437 3.27968 -0.19 -0.21 1.43 0.183
H -2.10907 -1.69854 1.88646 0.35 -0.56 0.21 0.191
H -0.88590 -1.49195 3.17476 -1.60 0.91 0.03 0.220
H 0.77605 2.34084 -2.14321 -1.70 -1.47 -0.05 0.293
H -0.87106 1.66783 -1.27239 2.51 -0.25 -0.82 0.252
H -0.15629 0.61284 -2.52018 0.69 0.77 0.19 0.174
H 1.72001 -0.87928 0.30042 -0.41 0.12 -2.03 0.238
H 0.32281 -1.08268 -0.79699 -1.06 -0.12 0.38 0.197
H -1.79602 1.16492 2.67914 0.23 -0.41 0.14 0.176
H -2.79216 0.27519 1.47665 -0.15 0.22 1.22 0.127